The following is a quantum chemistry calculation of a structure of composition C10H10N2O7P2PdSe2, from the OMol25 dataset.

Calculated values
relative energy (zero: lowest compared OMol25 entry of this formula, charge and spin): 39.9 kcal/mol
gap between HOMO and LUMO (alpha / beta): 4.50 / 3.88 eV
total charge: +2
HOMO level (alpha / beta): -14.09 / -15.29 eV
expectation value of S²: 6.065
2S+1: 5
LUMO level (alpha / beta): -9.59 / -11.42 eV

Geometry (Å):
Pd 0.92318 0.21964 0.50077
Se 0.09514 2.14924 -0.82447
Se 2.03321 1.88344 1.89444
C 3.51396 1.01222 1.05647
C 4.95883 1.08231 1.10194
C 5.63002 0.47436 0.09877
C 5.00905 -0.27415 -0.91472
C 3.58282 -0.29382 -0.89981
N 2.90895 0.30226 0.07563
C -1.90151 2.24823 -0.81498
C -2.81178 1.00771 -0.77719
C -4.31484 1.41134 -0.76101
C -5.30235 1.52081 0.14190
C -5.60388 0.90001 1.40421
N -6.63902 0.61655 2.03158
H 5.44681 1.53300 1.94326
H 6.71869 0.61412 0.02962
H 5.54575 -0.86961 -1.65222
H 3.02960 -0.80462 -1.67694
H -2.76631 0.36616 -1.68486
H -4.51499 1.92552 -1.70915
H -6.11683 2.25987 -0.08366
H -4.93006 0.29060 1.97040
O -0.67776 -1.20182 -1.66690
P -0.88325 -0.72799 -0.14189
O -2.31816 -0.00940 0.31782
O -2.28014 3.34838 -1.17740
O -1.07957 -2.13587 0.55868
P 0.35480 -3.01433 0.22384
O 0.20086 -4.23078 1.41018
O 0.28480 -3.50752 -1.21148
O 1.45527 -2.07318 0.73942
H -0.22656 -2.20461 -1.68022
H 0.67529 -3.81808 2.17796

Cartesian forces (eV/Å) of the 6 atoms listed first:
Pd -0.162 -1.289 -1.203
Se 0.114 -0.828 0.388
Se 1.995 0.419 1.285
C 1.280 -0.043 -0.546
C -3.162 0.514 1.240
C 1.829 -0.817 -1.833